93
Properties=species:S:1:pos:R:3:forces:R:3:mulliken_charge:R:1 method="wB97M-V/def2-TZVPD" lumo_energy_ev="3.716 / 3.713" charge=-2 orbital_gap_ev="3.38 / 6.27"
Cs -0.631500 -0.533600 -0.383300 1.99 0.11 5.04 1.08
C 0.693000 1.498600 5.737000 -0.24 -0.18 -0.26 -1.46
C 0.116100 1.304700 4.349100 0.17 0.16 0.66 0.29
N 0.693200 0.460800 3.514100 -0.68 -0.44 -1.20 -0.40
N 1.906800 -0.031200 3.864200 1.26 -0.04 0.58 -0.10
C 2.332900 -1.287500 3.670800 -0.19 0.42 0.39 0.26
N 3.729700 -1.437200 3.755100 0.03 0.25 -0.05 -0.60
S 1.361300 -2.620500 3.501400 -0.25 -0.26 -0.25 -0.44
C -1.024700 2.028400 3.895800 0.54 -0.08 0.34 0.51
C -2.008400 2.558800 4.773200 -0.18 0.12 0.20 -0.73
C -3.074000 3.254100 4.265900 0.12 -0.06 0.19 -0.50
C -3.167700 3.442500 2.882200 -0.28 0.18 -0.16 -0.54
C -2.175800 2.871400 2.093100 -0.21 0.18 -0.03 -0.04
N -1.146800 2.199000 2.549000 0.07 -0.28 -0.49 -0.27
H 1.649800 2.032600 5.689500 -0.01 0.01 0.09 0.31
H 0.871400 0.523200 6.196900 0.09 -0.01 0.11 0.32
H 0.032400 2.070900 6.377400 -0.05 0.12 0.07 0.36
H 2.588500 0.623300 4.256600 -0.06 -0.24 -0.22 0.36
H 4.243400 -0.741600 3.227600 -0.05 -0.02 0.00 0.22
H 3.983400 -2.372600 3.468500 -0.06 0.06 0.07 0.26
H -1.951000 2.369400 5.837900 0.02 0.01 0.01 0.20
H -3.842100 3.642500 4.928700 0.04 -0.03 0.00 0.36
H -3.986200 3.995900 2.445600 -0.04 0.01 -0.11 0.36
H -2.209500 2.988900 1.013800 -0.09 0.02 -0.12 0.36
C -6.170400 -1.021100 2.670500 -0.05 0.17 0.02 -0.95
N -5.403200 -2.086500 2.107700 0.16 -0.37 -0.33 0.16
C -5.977000 -3.373400 1.798300 -0.09 -0.16 0.06 -0.68
C -4.772100 -4.141200 1.236600 -0.16 -0.20 -0.24 -0.20
N -3.657500 -3.407100 1.800600 -0.09 -0.15 -0.16 -0.09
C -4.045100 -2.159600 2.186200 0.00 0.23 0.44 -0.28
S -3.069300 -0.975600 2.760100 0.57 0.38 -0.04 -0.10
H -6.986500 -0.751500 1.998000 -0.04 0.00 -0.01 0.28
H -5.499200 -0.171400 2.791600 -0.10 0.02 0.05 0.29
H -6.587300 -1.292200 3.647700 0.00 -0.01 0.03 0.31
H -6.791400 -3.275100 1.075300 0.03 -0.08 0.03 0.38
H -6.375000 -3.850000 2.709800 0.02 0.03 -0.09 0.28
H -4.759100 -4.109500 0.141000 -0.02 -0.01 0.13 -0.07
H -4.747600 -5.183700 1.566700 -0.10 0.07 -0.11 0.31
H -2.722700 -3.543900 1.442700 -0.09 0.17 0.17 0.33
C -3.195700 4.178100 -1.808000 0.15 -0.22 0.10 -1.61
Sb -2.503100 2.152500 -2.380400 -0.94 1.66 -0.16 0.72
C -2.323600 2.885900 -4.425000 0.18 -0.22 0.32 -1.25
C -4.579600 1.559800 -2.529600 0.21 -0.10 0.08 -1.22
H -3.986600 4.514700 -2.473900 -0.11 -0.02 -0.19 0.48
H -2.376400 4.893200 -1.853700 0.13 0.07 0.00 0.42
H -3.588500 4.178300 -0.794900 -0.03 -0.01 0.21 0.37
H -3.161800 2.517500 -5.007000 -0.14 -0.04 -0.04 0.35
H -1.411900 2.499600 -4.862500 0.20 -0.09 -0.14 0.22
H -2.306800 3.974000 -4.430000 -0.03 0.06 0.05 0.40
H -4.965500 1.812100 -3.513400 -0.03 0.06 -0.11 0.36
H -5.158000 2.072100 -1.764300 -0.03 0.10 0.08 0.40
H -4.647900 0.490600 -2.378500 -0.03 -0.22 -0.02 0.26
C 1.342400 -2.833000 -1.944200 0.11 0.06 -0.41 -0.94
Ge 0.395100 -3.345300 -3.506000 -0.44 -0.63 -1.55 1.23
C 1.045100 -4.911900 -4.663300 -0.02 0.53 0.81 -0.25
C 2.372400 -4.967500 -5.068400 0.07 0.34 0.07 -0.41
C 2.887700 -6.065500 -5.731600 0.20 -0.08 -0.19 -0.61
C 2.070600 -7.149000 -6.014700 0.05 -0.11 0.00 -0.33
C 0.740900 -7.111300 -5.624800 -0.02 -0.26 -0.19 -0.70
C 0.242200 -6.005400 -4.958300 -0.31 0.17 0.06 0.18
C 0.340200 -1.129400 -5.539300 0.45 0.71 -0.60 0.36
C 1.501600 -0.512300 -5.063100 -0.02 -0.27 0.11 -0.10
C 1.924800 0.689200 -5.589100 0.17 0.14 -0.07 -0.68
C 1.219300 1.309400 -6.608600 0.11 0.31 -0.05 -0.47
C 0.057600 0.719100 -7.077900 0.00 0.04 -0.14 -0.53
C -0.374900 -0.479000 -6.556200 -0.07 -0.21 0.07 -0.21
C -1.447000 -3.975500 -3.078300 0.42 0.29 0.00 0.09
C -2.552800 -3.680900 -3.860600 0.05 -0.07 -0.28 -0.22
C -3.814400 -4.116600 -3.507400 -0.24 -0.09 -0.06 -0.76
C -3.988600 -4.892000 -2.373800 -0.15 -0.15 0.04 -0.48
C -2.895900 -5.199900 -1.578900 -0.16 -0.20 0.09 -0.60
C -1.642100 -4.726300 -1.925800 0.41 -0.07 0.15 -0.48
H 2.353800 -2.508500 -2.269600 -0.12 0.01 0.13 0.18
H 3.006200 -4.114600 -4.860800 0.18 0.00 0.05 0.32
H 3.930800 -6.079600 -6.028200 0.00 0.00 -0.01 0.35
H 2.471300 -8.016600 -6.528700 -0.03 0.02 0.02 0.34
H 0.090600 -7.952600 -5.843200 0.00 0.03 0.01 0.35
H -0.801100 -5.976100 -4.671800 -0.08 -0.11 0.07 0.31
H 2.032100 -0.997100 -4.255500 0.11 0.04 0.09 0.25
H 2.823700 1.154700 -5.203300 0.04 0.00 0.05 0.35
H 1.560400 2.249600 -7.022700 0.02 0.05 0.02 0.34
H -0.517100 1.199800 -7.860500 -0.03 0.02 -0.02 0.32
H -1.286300 -0.943600 -6.900200 -0.12 -0.04 -0.04 0.39
H -2.413300 -3.102900 -4.760800 -0.02 0.16 -0.13 0.49
H -4.669500 -3.855300 -4.116400 -0.04 0.01 -0.07 0.39
H -4.973100 -5.277000 -2.129700 -0.01 0.06 0.07 0.41
H -3.027200 -5.826500 -0.700700 0.06 0.08 -0.01 0.47
H -0.781300 -4.944100 -1.301700 -0.04 -0.01 0.09 0.39
O -0.097300 -2.289200 -5.121900 -0.11 -1.38 1.26 -0.66
Cl -1.657500 -0.869300 -3.178200 -0.50 -0.68 -0.88 0.80
O -2.439200 -0.086400 -4.129800 -0.33 0.35 -0.44 -0.58
O -2.479800 -0.989400 -1.948400 -1.57 -0.57 -1.00 -0.75
O -0.477900 -0.075000 -2.791300 0.48 0.36 -2.06 -0.65



19
Properties=species:S:1:pos:R:3:forces:R:3:nbo_charge:R:1 method="wB97M-V/def2-TZVPD" lumo_energy_ev="-4.819 / -4.819" charge=+1 orbital_gap_ev="7.70 / 7.70"
C 1.760684 0.326754 -1.582478 -1.58 -1.39 0.34 0.23
C -1.167605 -0.762642 0.123096 1.42 -0.71 0.09 0.46
C 1.535848 1.514540 -0.695770 0.11 -0.57 1.75 -0.59
C 1.473588 -0.885990 0.284880 0.10 3.39 2.88 0.41
C -2.617457 1.156203 0.835645 -1.01 0.43 -2.46 -0.30
N 1.487167 -0.818504 -1.039450 1.10 -0.73 -2.61 -0.49
N 1.679094 -1.988063 0.981469 -0.33 2.06 -0.95 -0.72
O -2.160482 -1.358937 -0.464358 -1.72 1.95 0.54 -0.66
O -1.396012 0.368562 0.659801 0.58 2.21 0.62 -0.51
S 1.688708 0.750079 1.017923 -0.19 -0.70 -0.94 0.31
H 1.893777 0.221548 -2.671247 0.07 0.98 0.49 0.25
H 2.136802 2.420830 -0.721829 0.22 -0.26 -0.41 0.28
H 0.472274 1.793759 -0.670635 0.15 -0.05 -0.66 0.29
H -2.945155 1.668707 -0.146999 0.98 -0.73 1.38 0.21
H -2.569634 1.939466 1.623649 0.51 -1.15 -0.38 0.23
H -3.322954 0.377016 0.949111 -1.40 -0.19 0.87 0.21
H 1.881748 -2.660669 0.279818 0.54 -1.89 0.45 0.43
H -1.887045 -2.224400 -0.676899 0.52 -1.68 -0.67 0.51
H 2.056649 -1.838252 1.914273 -0.06 -0.96 -0.35 0.44



In order of appearance, DFT total energy = -150871.2154; -23231.3259 eV.